{
  "formula": "C35H68N6O30",
  "method": "ωB97M-V with the def2-TZVPD basis set",
  "charge": 0,
  "homo_lumo_gap_ev": 9.2,
  "total_energy_ha": -3959.5730,
  "mol_weight_g_mol": 1052.9,
  "e_lumo_ha": -0.035,
  "species": ["O", "N", "O", "C", "C", "C", "C", "C", "C", "H", "H", "H", "H", "H", "C", "N", "O", "O", "H", "H", "H", "C", "N", "O", "O", "H", "H", "H", "C", "N", "O", "O", "H", "H", "H", "C", "N", "O", "O", "H", "H", "H", "C", "N", "O", "O", "H", "H", "H", "C", "C", "O", "C", "O", "O", "C", "H", "H", "H", "H", "H", "H", "H", "H", "C", "C", "O", "C", "O", "O", "C", "H", "H", "H", "H", "H", "H", "H", "H", "C", "C", "O", "C", "O", "O", "C", "H", "H", "H", "H", "H", "H", "H", "H", "C", "C", "O", "C", "O", "O", "C", "H", "H", "H", "H", "H", "H", "H", "H", "C", "C", "O", "C", "O", "O", "C", "H", "H", "H", "H", "H", "H", "H", "H", "C", "C", "O", "C", "O", "O", "C", "H", "H", "H", "H", "H", "H", "H", "H"],
  "positions_angstrom": [[-12.05891, -17.83448, 3.95203], [-11.02199, -17.93483, 4.57147], [-10.93557, -18.08287, 5.79469], [-9.77222, -17.67594, 3.90825], [-8.56705, -17.82796, 4.60996], [-7.36956, -17.82670, 3.96874], [-7.34549, -17.54358, 2.56416], [-8.53293, -17.37392, 1.89737], [-9.79072, -17.45601, 2.55415], [-8.67854, -18.03120, 5.67795], [-6.45691, -17.95663, 4.60840], [-6.35726, -17.62816, 2.06189], [-8.36651, -17.48690, 0.84901], [-10.78278, -17.45791, 2.10535], [-10.00429, -28.66943, 1.88737], [-9.58149, -27.66488, 0.80382], [-9.02731, -28.10844, -0.16834], [-9.79463, -26.49916, 1.04493], [-10.87308, -29.15708, 1.53533], [-10.18832, -27.97294, 2.72497], [-9.15165, -29.32993, 2.02714], [-10.68242, -21.50523, 5.90471], [-11.11662, -22.57490, 6.85312], [-12.28995, -22.68119, 7.09109], [-10.26535, -23.23210, 7.43434], [-11.38786, -21.39813, 5.12725], [-9.75368, -21.88808, 5.43383], [-10.38685, -20.59228, 6.38208], [-6.62981, -22.04245, -0.46317], [-6.92942, -20.80035, 0.23412], [-6.94474, -20.80517, 1.44176], [-7.11001, -19.83806, -0.48271], [-6.81260, -22.82817, 0.26716], [-5.67025, -22.05824, -0.81841], [-7.22660, -22.11510, -1.38004], [-12.61941, -25.00068, 2.71894], [-13.34070, -26.06014, 2.02000], [-14.35543, -25.83143, 1.40328], [-12.90910, -27.19566, 2.12776], [-12.85632, -25.10148, 3.75176], [-13.07148, -24.05333, 2.42550], [-11.54565, -25.15494, 2.66383], [-6.22610, -26.23765, 0.51628], [-5.25722, -25.29361, 0.01135], [-5.35701, -24.88336, -1.12627], [-4.37837, -24.95435, 0.72849], [-6.67050, -26.79008, -0.31555], [-6.93469, -25.58015, 1.01190], [-5.75994, -26.88217, 1.29234], [-14.18453, -19.00372, 1.99420], [-13.78774, -20.36305, 2.58418], [-14.90128, -21.24864, 2.88753], [-15.31596, -21.94643, 1.85244], [-14.74406, -22.13723, 0.83446], [-16.52013, -22.43874, 2.24287], [-17.11266, -23.40148, 1.39002], [-14.89264, -18.97929, 1.18148], [-13.23122, -18.57275, 1.64171], [-14.47991, -18.47294, 2.91477], [-13.28835, -20.25511, 3.57805], [-13.29762, -20.97940, 1.81234], [-17.22422, -24.39437, 1.82611], [-16.44767, -23.69227, 0.58438], [-18.10914, -23.02090, 1.00423], [-13.44577, -26.31949, 9.65032], [-13.29370, -26.13298, 8.11805], [-14.39271, -25.32362, 7.71079], [-14.42754, -25.08324, 6.38703], [-13.62425, -25.51884, 5.59646], [-15.45400, -24.29651, 6.18910], [-15.53491, -23.78472, 4.87889], [-14.30892, -26.89033, 10.04547], [-13.45359, -25.42403, 10.26149], [-12.56723, -26.85228, 9.88808], [-13.41576, -27.05740, 7.57787], [-12.35116, -25.65099, 7.83523], [-16.45129, -23.12562, 4.84728], [-15.58140, -24.55076, 4.12111], [-14.69594, -23.17056, 4.72017], [-13.47563, -18.67838, -2.03002], [-12.57039, -19.84264, -1.71711], [-11.82675, -20.05052, -2.91693], [-10.57792, -20.63224, -2.78835], [-10.06697, -20.99917, -1.76826], [-10.05912, -20.65073, -4.04630], [-8.76406, -21.17164, -4.15358], [-12.94412, -17.77107, -2.10756], [-14.22110, -18.52250, -1.21768], [-14.11197, -18.83750, -2.92033], [-13.11471, -20.69772, -1.44613], [-11.97661, -19.59108, -0.91238], [-8.48621, -21.29011, -5.23335], [-8.81263, -22.11502, -3.66093], [-8.01377, -20.50211, -3.67093], [-3.05145, -22.95663, 4.65540], [-3.87578, -24.07572, 5.25110], [-4.80877, -23.51728, 6.24361], [-5.65061, -24.46934, 6.69148], [-5.56091, -25.60938, 6.39231], [-6.51297, -23.99575, 7.59232], [-7.61872, -24.81691, 8.11004], [-3.50197, -22.30870, 3.90397], [-2.15267, -23.36606, 4.11740], [-2.73350, -22.27115, 5.43275], [-3.17248, -24.71798, 5.74607], [-4.39871, -24.71844, 4.54962], [-7.63949, -25.85133, 7.72460], [-8.59947, -24.34034, 7.83606], [-7.45346, -24.78938, 9.20240], [-8.86255, -26.22189, -3.58899], [-9.25075, -24.98292, -2.79911], [-10.21046, -24.06403, -3.42818], [-11.44754, -24.08809, -2.84572], [-12.08353, -23.08682, -2.74641], [-11.88708, -25.22832, -2.35013], [-12.97634, -25.15146, -1.43937], [-8.42203, -25.95508, -4.57186], [-9.74803, -26.77816, -3.75109], [-8.15182, -26.87119, -3.14068], [-8.36509, -24.39122, -2.51025], [-9.62561, -25.22762, -1.85179], [-13.90234, -24.89047, -1.95731], [-12.85929, -24.33912, -0.68485], [-13.09152, -26.15154, -1.05221], [-8.97527, -25.95499, 4.95400], [-8.34532, -25.09845, 3.89922], [-9.28912, -24.02114, 3.64397], [-9.29347, -23.62621, 2.40298], [-8.51316, -23.90843, 1.53669], [-10.32382, -22.72907, 2.23797], [-10.44864, -21.88496, 1.08730], [-8.22309, -26.42583, 5.53684], [-9.72368, -26.68016, 4.48776], [-9.46296, -25.23793, 5.62888], [-8.37786, -25.63817, 2.93627], [-7.43232, -24.63066, 4.09888], [-10.50302, -22.45549, 0.14144], [-9.69198, -21.11624, 1.05018], [-11.33404, -21.31865, 1.30140]],
  "forces_ev_per_a": [[-0.134, -0.525, 0.032], [0.169, 1.393, 1.919], [-0.729, -0.503, -0.861], [1.270, -0.327, -0.954], [-1.311, -0.492, 1.145], [1.193, 0.987, -0.378], [1.026, -0.931, 2.055], [-0.298, -0.800, 0.024], [0.700, -0.142, -0.360], [0.370, 0.102, -0.373], [-0.830, 0.035, -1.075], [-1.076, 0.270, 0.099], [-0.828, 0.625, -0.846], [0.528, 0.168, -0.449], [1.217, 2.133, 0.166], [-0.265, -1.127, 1.209], [0.184, 0.091, -0.663], [-0.027, 0.442, -0.360], [-0.873, -0.513, -0.236], [-0.152, -0.997, -0.184], [-0.200, -0.039, 0.042], [2.233, -1.481, -0.705], [0.340, 0.532, 0.964], [-0.828, -0.011, -0.389], [0.062, 0.279, -0.611], [-1.082, 0.275, -0.443], [-0.524, 0.071, 0.291], [-0.463, 0.367, 0.705], [-2.409, -1.324, 0.347], [0.278, 0.356, -0.939], [-0.132, 0.185, 0.487], [-0.155, 0.639, 0.295], [-0.018, -0.129, -0.404], [2.738, 0.260, -0.365], [-0.377, 0.072, 0.588], [-0.265, 0.788, 0.026], [-0.084, -1.522, -0.113], [-0.334, 0.932, -0.073], [0.585, -0.021, 0.157], [-0.380, -0.405, 0.923], [0.671, 0.022, -0.435], [-0.139, 0.218, -0.641], [-0.686, -0.889, 0.807], [0.386, -0.164, -1.680], [-0.798, -0.007, -0.731], [1.664, 0.652, 2.037], [0.037, 0.201, 0.308], [-0.573, -0.181, -0.003], [-0.165, 0.457, -0.752], [1.172, -0.225, 1.883], [-0.039, -1.119, -0.710], [0.029, 1.347, 0.555], [-1.724, -0.462, 1.686], [0.521, -0.291, -1.484], [0.324, -0.390, -0.359], [-0.980, -0.509, -1.285], [-0.362, -0.314, 0.008], [-0.442, 0.072, 0.132], [-0.359, 0.561, -0.950], [-0.022, -0.026, -1.169], [0.882, 0.669, 0.678], [-0.370, 0.365, 1.005], [0.079, 0.738, -0.539], [1.298, -0.446, 0.481], [-0.392, -0.103, -0.592], [-1.031, 0.274, 1.407], [-0.070, 0.411, -0.922], [0.473, -0.356, 1.939], [-0.297, 0.216, -0.274], [-0.406, -0.147, -0.252], [-2.077, 1.083, -0.197], [0.287, 0.049, -0.936], [0.215, 0.545, -0.459], [1.061, -0.807, 0.817], [0.406, -0.596, 0.040], [-0.145, -0.085, 0.220], [1.015, -0.912, -0.021], [-0.129, -0.378, -0.151], [1.107, 0.842, -0.438], [-2.173, -0.685, 0.557], [-0.960, 0.979, -1.928], [2.100, -0.931, 0.194], [-1.662, 0.905, -1.383], [0.209, 0.042, -0.200], [-1.214, 0.721, 0.920], [1.315, 0.348, -0.437], [0.741, 1.026, -0.361], [0.540, -0.209, -0.224], [0.627, -0.027, 0.208], [-0.756, -1.455, 0.091], [1.759, 0.480, 1.644], [-0.577, 0.149, 0.992], [0.643, -0.889, 0.213], [-0.509, -0.450, -0.234], [0.655, 0.222, -0.961], [0.197, 0.664, 0.074], [-0.315, -0.468, -0.468], [0.074, 1.134, 1.211], [-0.231, -2.296, -0.898], [-0.525, 0.597, -0.357], [-0.092, 0.325, -0.050], [-0.647, -0.267, 0.025], [-0.730, 0.167, 0.790], [0.319, -0.113, 0.283], [0.116, -0.445, 0.637], [-0.229, 0.331, -0.198], [0.529, 0.541, 0.186], [1.379, -0.282, 0.346], [-0.348, -0.231, -0.582], [-0.232, 1.577, -1.424], [1.480, 0.679, -0.160], [-0.358, -1.658, 0.731], [0.470, 0.985, -0.008], [-0.508, 1.171, -0.328], [1.203, -1.132, -0.185], [-0.909, 0.917, 0.052], [-0.390, 0.001, 0.443], [-0.917, -0.771, -0.376], [0.616, -0.240, 0.982], [-0.208, 0.134, -0.716], [-0.809, -0.748, 1.252], [0.120, -0.040, -0.190], [0.310, -0.827, -0.345], [0.144, -0.069, 0.437], [-1.172, 0.419, -0.238], [-2.232, -1.055, -1.761], [-0.403, -0.204, 0.639], [-1.063, 2.738, -1.563], [0.297, -0.278, -0.338], [0.652, -0.958, 1.102], [0.288, -0.592, -0.368], [0.593, -0.891, 0.348], [0.984, 0.995, 0.924], [-0.308, -0.524, 0.032], [0.951, 0.052, 0.536], [1.576, 0.285, 0.485], [0.002, 0.400, 0.582], [0.793, -0.168, -0.086], [-0.747, -0.111, -0.260]],
  "mulliken_charge": [-0.614, 1.063, -0.617, 0.158, -0.390, -0.384, -0.510, -0.377, -0.232, 0.417, 0.349, 0.340, 0.369, 0.400, -0.591, 0.736, -0.559, -0.163, 0.320, 0.042, 0.285, -0.400, 1.039, -0.572, -0.692, -0.101, 0.114, 0.467, -0.382, 1.071, -0.498, -0.608, -0.080, 0.542, -0.056, 1.168, 1.227, -0.602, -0.653, -0.382, -0.131, -0.482, -0.255, 1.093, -0.593, -0.618, 0.202, -0.035, 0.298, -1.300, 0.928, -0.371, 0.865, -0.524, -0.358, -0.762, 0.349, 0.151, 0.382, 0.118, -0.316, 0.295, 0.305, 0.256, -1.381, 0.127, -0.378, 0.722, -0.689, -0.359, -0.302, 0.328, 0.331, 0.425, 0.303, 0.080, 0.210, 0.236, 0.180, -1.523, 0.262, -0.376, 0.406, 0.048, -0.388, -0.061, 0.410, 0.294, 0.370, 0.246, 0.141, 0.220, -0.226, 0.242, -1.208, -0.079, -0.344, 0.887, -0.560, -0.377, -0.220, 0.228, 0.344, 0.352, 0.281, 0.304, 0.312, -0.042, 0.331, -1.592, 0.617, -0.308, 0.735, -0.550, -0.394, -0.479, 0.318, 0.412, 0.338, 0.210, -0.032, 0.351, 0.030, 0.325, -0.609, 0.111, 0.216, -0.323, -0.256, 0.292, 0.319, 0.420, -0.081, -0.241, -0.341, 0.665, 0.081, 0.194, -0.677]
}